{
  "formula": "C9H36Al3O17P2",
  "method": "the ωB97M-V functional and the def2-TZVPD basis",
  "species": ["P", "P", "Al", "Al", "Al", "O", "O", "O", "O", "O", "O", "O", "O", "O", "O", "O", "O", "O", "O", "O", "O", "O", "C", "C", "C", "C", "C", "C", "C", "C", "C", "H", "H", "H", "H", "H", "H", "H", "H", "H", "H", "H", "H", "H", "H", "H", "H", "H", "H", "H", "H", "H", "H", "H", "H", "H", "H", "H", "H", "H", "H", "H", "H", "H", "H", "H", "H"],
  "positions_angstrom": [[-0.28, 0.86, -1.59], [-4.31, 0.35, -5.76], [-5.27, 0.12, -0.96], [-0.54, -2.61, -5.17], [-1.19, 4.05, -5.08], [2.92, -3.11, -1.88], [0.65, -1.99, 2.58], [-2.93, -3.35, 1.61], [-2.88, 0.47, -6.32], [-4.34, -0.95, -4.88], [0.66, 3.93, 2.34], [-1.94, -5.34, -2.16], [-5.42, 0.47, -6.85], [0.76, 0.78, -0.45], [-3.45, 1.90, 2.55], [-3.31, 5.64, -0.89], [4.37, 0.48, 1.66], [3.71, 3.02, -1.59], [-1.14, -0.47, -1.58], [-1.30, 1.99, -1.47], [0.33, 0.90, -3.01], [-4.40, 1.60, -4.72], [1.76, 4.78, 2.69], [4.42, 2.69, -2.81], [-0.94, -6.28, -1.89], [-3.14, -4.41, 2.57], [-2.84, 6.23, 0.29], [1.36, -3.23, 2.53], [4.32, 0.56, 3.05], [4.08, -3.72, -1.39], [-3.19, 1.46, 3.88], [-2.36, -5.13, -1.32], [4.63, 1.56, 3.34], [3.29, 0.54, 3.41], [-0.02, -5.88, -1.48], [1.03, -3.88, 1.72], [4.98, -0.14, 3.57], [-2.08, -2.91, 1.71], [5.03, -3.20, -1.55], [-3.86, -5.00, 2.01], [2.78, -2.28, -1.41], [-2.96, 2.28, 4.57], [-4.08, 0.95, 4.23], [-2.33, -5.03, 2.95], [-1.06, -7.12, -1.21], [2.45, -3.22, 2.48], [-3.67, -4.02, 3.44], [4.22, 3.47, -3.54], [1.61, 5.59, 3.41], [1.17, -3.75, 3.47], [0.95, 3.28, 1.69], [4.14, -4.70, -1.87], [3.21, 2.27, -1.28], [2.14, 5.18, 1.75], [-3.00, 5.63, 1.19], [-2.37, 0.75, 3.84], [0.94, -1.41, 1.88], [4.15, 1.73, -3.23], [-1.77, 6.45, 0.29], [5.49, 2.64, -2.58], [-2.74, 4.87, -0.88], [-0.69, -6.81, -2.81], [-3.29, 7.16, 0.61], [4.05, -4.00, -0.33], [-2.61, 2.23, 2.22], [3.51, 0.75, 1.33], [2.65, 4.34, 3.13]],
  "de_lowest_kcal_mol": 188.1,
  "total_charge": 3,
  "multiplicity": 1,
  "fmax_ev_per_a": 2.9,
  "energy_ev": -83045.507
}